Entry from the Open Molecules 2025 dataset: a molecular structure, C2H5INOZn in a non-equilibrium geometry (the ωB97M-V functional and the def2-TZVPD basis).

Last column: Mulliken charge in e.
Positions of all 11 atoms, in Å:
Zn1 -3.864 7.712 1.926  0.642
I1 -2.007 4.332 3.024  0.288
O1 -0.311 -0.454 -1.828  -0.604
C1 0.279 -0.981 -0.862  0.657
N1 0.229 -0.449 0.347  -0.350
C2 1.180 -2.189 -1.047  -0.949
H1 0.476 -1.015 1.147  0.213
H2 -0.257 0.421 0.512  0.213
H3 0.653 -3.088 -0.729  0.281
H4 2.065 -2.086 -0.419  0.330
H5 1.556 -2.203 -2.070  0.280

Summary:
* Kohn-Sham gap: 0.0683 Eh
* multiplicity: 1
* relative energy (zero: lowest compared OMol25 entry of this formula, charge and spin): 517.40 kJ/mol
* total charge: +1
* E_tot: -2285.81545 Ha

---

Entry from the Open Molecules 2025 dataset: a single C3H7N3O molecule in a non-equilibrium geometry (the ωB97M-V functional and the def2-TZVPD basis).

Last column: Mulliken charge in e.
Positions of all 14 atoms, in Å:
N1 0.603 0.832 -0.422  -0.022
C1 0.383 -0.522 -0.339  0.375
N2 -0.093 1.469 -1.321  -0.334
N3 -0.209 0.753 1.503  -0.499
C2 0.167 -0.790 1.277  0.080
C3 0.236 -1.407 -1.315  -0.769
O1 -0.708 -1.630 1.616  -0.696
H1 -0.990 1.095 -1.628  0.257
H2 0.067 2.464 -1.390  0.268
H3 0.284 1.289 2.211  0.247
H4 -1.218 0.876 1.482  0.249
H5 1.184 -0.849 1.732  0.247
H6 0.268 -1.145 -2.365  0.309
H7 0.026 -2.433 -1.041  0.288

Summary:
* Kohn-Sham gap (spin up / spin down): 0.2529 / 0.2530 Eh
* multiplicity: 1
* relative energy (zero: lowest compared OMol25 entry of this formula, charge and spin): 553.62 kJ/mol
* total charge: 0
* E_tot: -357.83901 Ha

---

Entry from the Open Molecules 2025 dataset: 2 unconnected molecules or ions with the total composition C18H21NO in a non-equilibrium geometry (the ωB97M-V functional and the def2-TZVPD basis).

Last column: Mulliken charge in e.
Positions of all 41 atoms, in Å:
C1 0.141 -1.435 -1.396  -0.921
C2 1.063 -0.225 -1.223  -0.011
C3 0.261 1.050 -1.247  0.402
C4 -0.649 1.566 -0.338  -0.803
N1 -0.984 2.858 -0.724  -0.189
C5 -0.148 3.184 -1.806  -0.197
C6 -0.039 4.425 -2.542  -0.659
C7 0.783 4.351 -3.633  -0.407
C8 1.278 3.122 -4.206  -0.725
C9 1.380 2.064 -3.354  -0.540
C10 0.576 2.079 -2.184  0.527
H1 -0.567 -1.476 -0.564  -0.029
H2 0.644 -2.386 -1.481  0.346
H3 -0.552 -1.300 -2.237  0.414
H4 1.566 -0.223 -0.258  0.071
H5 1.820 -0.170 -2.019  0.336
H6 -1.003 0.899 0.479  0.600
H7 -1.297 3.634 -0.161  0.283
H8 -0.631 5.190 -2.130  0.406
H9 1.029 5.238 -4.348  0.236
H10 1.723 3.101 -5.189  0.388
H11 1.912 1.188 -3.702  0.325
C11 1.933 -1.537 3.667  -1.160
C12 1.458 -1.250 2.252  -0.889
C13 0.019 -1.735 2.125  0.534
C14 -0.312 -3.106 2.077  -0.432
C15 -1.649 -3.461 1.835  -0.514
C16 -2.601 -2.461 1.684  0.183
O1 -3.938 -2.798 1.625  -0.563
C17 -2.303 -1.132 1.960  -0.164
C18 -0.984 -0.786 2.168  -0.406
H12 1.700 -2.657 3.779  0.265
H13 1.436 -1.015 4.513  0.285
H14 3.003 -1.555 3.828  0.422
H15 1.375 -0.145 2.262  0.251
H16 2.104 -1.795 1.514  0.392
H17 0.625 -3.689 2.088  0.381
H18 -1.952 -4.553 1.816  0.343
H19 -4.221 -3.035 0.716  0.330
H20 -3.091 -0.336 1.979  0.300
H21 -0.907 0.312 2.372  0.588

Summary:
* Kohn-Sham gap: 0.3120 Eh
* multiplicity: 1
* relative energy (zero: lowest compared OMol25 entry of this formula, charge and spin): 298.44 kJ/mol
* total charge: 0
* E_tot: -828.42262 Ha

---

Entry from the Open Molecules 2025 dataset: 13 unconnected molecules or ions with the total composition C42H100B2I2N4O20P2 in a non-equilibrium geometry (the ωB97M-V functional and the def2-TZVPD basis).

Last column: Mulliken charge in e.
Positions of all 172 atoms, in Å:
C1 5.190 -1.347 4.860  -0.729
C2 5.814 -2.059 3.516  -0.162
O1 5.090 -1.713 2.277  -0.067
P1 4.911 -3.163 1.268  0.740
O2 6.346 -3.900 1.248  -0.820
C3 3.724 -4.314 2.190  -0.685
C4 2.321 -4.684 1.440  -1.161
C5 1.539 -3.444 0.717  -0.418
C6 1.395 -3.237 -0.942  0.982
P2 2.209 -4.639 -1.931  0.265
O3 2.161 -4.503 -3.642  -0.507
I1 0.693 -6.596 -1.486  -0.150
C7 0.596 -1.901 -1.566  0.326
C8 0.597 -1.824 -3.178  -0.014
C9 -0.019 -0.569 -3.959  0.170
O4 -1.179 -0.554 -4.664  -0.621
O5 0.750 0.718 -3.970  -0.431
C10 -0.101 -0.814 -0.499  0.034
N1 -0.856 0.346 -1.080  0.027
C11 -1.445 1.278 -0.086  -0.860
I2 -2.524 3.051 -0.879  0.134
C12 -1.310 1.002 1.500  0.262
B1 -2.055 2.120 2.506  0.488
O6 -1.123 3.028 3.240  -0.572
N2 -3.554 2.220 2.714  0.016
C13 -4.324 1.132 1.998  -0.675
C14 -4.100 3.600 2.402  -0.656
N3 -0.628 -0.136 2.190  -0.132
C15 -0.013 -1.010 1.122  0.431
C16 0.825 -2.325 1.736  -0.237
B2 0.881 -2.495 3.406  0.398
N4 0.344 -3.701 4.156  -0.562
O7 1.516 -1.388 4.159  -0.335
O8 4.530 -2.821 -0.390  -0.222
C17 4.541 -1.356 -0.641  0.032
C18 6.040 -0.683 -0.620  -0.378
H1 6.083 -0.736 5.358  0.267
H2 4.248 -0.678 4.656  0.063
H3 4.878 -2.224 5.594  0.269
H4 5.852 -3.227 3.720  0.334
H5 6.943 -1.714 3.354  -0.004
H6 3.556 -3.868 3.283  0.250
H7 4.290 -5.348 2.377  0.518
H8 1.613 -5.163 2.275  0.166
H9 2.567 -5.604 0.727  0.301
H10 1.271 -4.748 -4.048  0.301
H11 1.733 -1.939 -3.530  0.459
H12 0.067 -2.814 -3.583  -0.104
H13 0.823 1.052 -4.932  0.353
H14 -0.773 2.448 3.992  0.278
H15 -3.847 0.096 2.262  0.235
H16 -4.364 1.249 0.832  0.132
H17 -5.439 1.125 2.426  0.281
H18 -3.177 4.247 2.014  0.229
H19 -4.853 3.555 1.488  0.138
H20 -4.526 4.178 3.334  0.259
H21 -0.123 -4.369 3.503  0.239
H22 -0.310 -3.403 4.932  0.245
H23 0.890 -1.148 4.926  0.179
H24 3.800 -0.777 0.075  0.060
H25 4.111 -1.207 -1.742  0.207
H26 6.664 -0.860 -1.611  0.329
H27 5.899 0.497 -0.517  -0.016
H28 6.678 -0.994 0.335  0.169
C19 3.712 4.202 -0.232  -1.136
C20 4.315 2.984 0.437  -0.047
O9 5.320 2.422 -0.393  -0.549
H29 3.280 3.933 -1.202  0.276
H30 2.932 4.645 0.393  0.329
H31 4.481 4.957 -0.425  0.380
H32 3.548 2.222 0.608  0.188
H33 4.761 3.246 1.401  0.224
H34 6.001 3.103 -0.532  0.258
C21 -5.225 -0.297 -3.598  -0.816
C22 -4.128 0.260 -2.715  0.493
O10 -3.130 -0.727 -2.501  -0.227
H35 -5.678 -1.181 -3.138  0.040
H36 -6.005 0.451 -3.769  0.202
H37 -4.821 -0.612 -4.565  0.459
H38 -4.531 0.554 -1.742  -0.418
H39 -3.661 1.137 -3.174  0.220
H40 -2.771 -0.975 -3.371  0.046
C23 9.413 1.307 2.645  -0.807
C24 8.705 1.014 3.952  -0.244
O11 8.539 -0.387 4.110  -0.460
H41 8.841 0.908 1.800  0.156
H42 9.545 2.383 2.506  0.297
H43 10.396 0.825 2.620  0.300
H44 7.715 1.479 3.964  0.266
H45 9.277 1.398 4.802  0.281
H46 9.424 -0.790 4.107  0.240
C25 -9.044 0.821 -1.792  -0.782
C26 -8.701 1.964 -0.859  -0.407
O12 -7.330 1.900 -0.497  -0.337
H47 -8.836 -0.141 -1.313  0.226
H48 -10.100 0.854 -2.077  0.401
H49 -8.433 0.865 -2.699  0.186
H50 -9.299 1.905 0.055  0.301
H51 -8.894 2.931 -1.335  0.242
H52 -6.808 1.963 -1.316  0.153
C27 2.194 1.344 7.933  -1.125
C28 1.749 0.385 6.848  0.040
O13 0.368 0.090 6.998  -0.563
H53 2.017 0.913 8.924  0.308
H54 3.257 1.577 7.834  0.268
H55 1.622 2.276 7.884  0.264
H56 2.307 -0.554 6.914  0.256
H57 1.910 0.814 5.854  0.228
H58 -0.120 0.929 6.930  0.324
C29 -6.639 -4.284 -1.509  -0.889
C30 -5.371 -5.053 -1.822  -0.291
O14 -4.555 -4.300 -2.707  -0.316
H59 -7.195 -4.069 -2.427  0.122
H60 -7.281 -4.853 -0.831  0.421
H61 -6.403 -3.320 -1.046  0.235
H62 -5.610 -6.005 -2.304  0.323
H63 -4.803 -5.260 -0.911  0.287
H64 -4.341 -3.460 -2.266  0.138
C31 -9.839 -3.459 -4.938  -1.212
C32 -9.496 -2.315 -4.005  -0.261
O15 -8.124 -2.379 -3.643  -0.331
H65 -9.631 -4.421 -4.459  0.278
H66 -10.894 -3.426 -5.223  0.377
H67 -9.227 -3.415 -5.845  0.352
H68 -10.094 -2.375 -3.091  0.294
H69 -9.689 -1.349 -4.481  0.282
H70 -7.602 -2.317 -4.461  0.210
C33 -6.434 4.678 -3.314  -0.549
C34 -6.091 5.821 -2.381  -0.403
O16 -4.719 5.757 -2.019  -0.472
H71 -6.226 3.716 -2.835  -0.003
H72 -7.489 4.711 -3.598  0.360
H73 -5.822 4.722 -4.221  0.253
H74 -6.688 5.762 -1.466  0.295
H75 -6.284 6.788 -2.857  0.265
H76 -4.197 5.820 -2.837  0.291
C35 -5.173 1.595 -7.332  -0.824
C36 -5.300 3.102 -7.409  -0.272
O17 -4.955 3.683 -6.160  -0.471
H77 -5.825 1.194 -6.549  0.111
H78 -5.440 1.132 -8.286  0.387
H79 -4.149 1.305 -7.073  0.248
H80 -6.329 3.388 -7.646  0.305
H81 -4.642 3.513 -8.181  0.237
H82 -4.036 3.430 -5.963  0.265
C37 4.099 5.809 8.222  -1.065
C38 3.654 4.850 7.138  -0.149
O18 2.273 4.556 7.288  -0.477
H83 3.922 5.378 9.213  0.279
H84 5.163 6.043 8.124  0.324
H85 3.527 6.742 8.174  0.327
H86 4.212 3.912 7.204  0.244
H87 3.816 5.279 6.144  0.265
H88 1.785 5.394 7.219  0.275
C39 -2.534 -6.348 -6.148  -1.238
C40 -2.191 -5.205 -5.215  0.052
O19 -0.819 -5.269 -4.854  -0.444
H89 -2.326 -7.311 -5.670  0.295
H90 -3.589 -6.316 -6.433  0.361
H91 -1.922 -6.305 -7.055  0.390
H92 -2.788 -5.265 -4.301  0.096
H93 -2.384 -4.239 -5.691  0.192
H94 -0.297 -5.207 -5.672  0.281
C41 14.246 1.625 1.178  -1.041
C42 13.084 2.567 0.943  -0.254
O20 12.077 2.350 1.921  -0.447
H95 13.912 0.583 1.134  0.269
H96 15.029 1.777 0.430  0.337
H97 14.675 1.780 2.174  0.336
H98 12.644 2.394 -0.044  0.283
H99 13.407 3.611 0.998  0.242
H100 12.475 2.514 2.793  0.245

Summary:
* Kohn-Sham gap: 0.2459 Eh
* multiplicity: 1
* total charge: 0
* E_tot: -4711.40586 Ha